# 1
C5H8N2S | ωB97M-V with the def2-TZVPD basis set

Structure (XYZ):
```
16
Properties=species:S:1:pos:R:3:lowdin_charge:R:1
N 0.1599 -1.4215 -2.0252 -0.0293
C -0.0047 0.0588 -1.6406 -0.1896
C -0.0152 0.3152 -0.1075 -0.2631
C -0.4580 -0.6489 0.7496 -0.0761
C -0.2896 -0.5425 2.1671 -0.2845
N 0.2705 0.3859 2.8618 -0.3248
S 1.0188 1.6287 2.0442 0.8709
C 0.3508 1.7009 0.3503 -0.4362
H -0.6877 -1.9234 -1.7668 0.0480
H 0.9660 -1.8493 -1.5775 0.0609
H -1.0100 0.2900 -2.1780 0.1437
H 0.7759 0.5394 -2.1994 0.0901
H -0.8307 -1.6025 0.5026 0.0840
H -0.7008 -1.4206 2.7144 0.1140
H 1.1086 2.1913 -0.2733 0.0752
H -0.6539 2.2984 0.3784 0.1169
```

Values from the calculation:
* energy above the lowest of the compared OMol25 structures with the same formula, charge and spin: 2.054 eV
* highest occupied orbital energy: -8.205 eV
* structure (SMILES): NCC1=CC=NSC1
* lowest unoccupied orbital energy: 0.04 eV

---

# 2
C34H76BN6O8PS | ωB97M-V with the def2-TZVPD basis set

Structure (XYZ):
```
127
Properties=species:S:1:pos:R:3:lowdin_charge:R:1
C 4.1989 1.2473 1.9889 -0.1415
C 5.4910 0.7174 1.2096 -0.2532
C 5.1989 0.1743 -0.2680 -0.2125
C 5.5845 -1.3957 -0.4547 -0.1946
C 4.5406 -2.2170 0.4740 -0.2226
C 4.6646 -3.8048 0.3138 -0.2104
C 3.9372 -4.4011 -0.9790 -0.2100
C 2.3508 -4.1480 -1.0249 -0.2046
C 1.5456 -4.9515 0.1363 -0.1788
C 1.4444 -4.0104 1.4231 -0.2080
C -0.0116 -3.6948 1.9898 -0.2035
C -1.2256 -3.7818 0.9575 -0.1849
C -1.0487 -2.9252 -0.3799 -0.0997
C -1.9803 -1.6352 -0.5180 -0.3040
C -3.4807 -2.0691 -0.9795 -0.1535
C -4.3154 -2.9045 0.0678 -0.0984
O -1.6024 -0.6840 -1.5675 -0.0375
C -0.2813 -0.2327 -1.5215 -0.5276
O 0.6673 -0.8619 -2.0699 0.0258
P 0.2935 1.4437 -0.7649 0.4524
S 0.0495 2.8332 -2.1428 0.1199
B -2.0050 -0.7587 0.8847 -0.4630
O -0.7532 -0.5116 1.5958 0.0571
N -3.2425 -0.2117 1.5229 -0.1157
C -3.1298 1.2917 1.7101 -0.0962
C -3.3034 -0.7266 2.9456 -0.1116
H 3.8003 2.2199 1.5114 0.0616
H 3.3263 0.5127 2.0258 0.0592
H 4.4190 1.5335 3.0852 0.0808
H 6.2122 1.6092 1.1339 0.1057
H 6.0156 -0.0600 1.8774 0.1041
H 5.6419 0.8201 -1.1032 0.1087
H 4.0513 0.2172 -0.4044 0.0856
H 5.3494 -1.6517 -1.5539 0.1090
H 6.6763 -1.6096 -0.1957 0.1143
H 4.8274 -1.9615 1.5629 0.1136
H 3.5102 -1.7874 0.2522 0.0818
H 4.3027 -4.3493 1.2606 0.1009
H 5.7953 -4.0357 0.2491 0.1167
H 4.4649 -3.9502 -1.8997 0.1090
H 4.1405 -5.5297 -1.0372 0.1087
H 1.9022 -4.4063 -2.0453 0.1120
H 2.2143 -3.0064 -0.9116 0.0798
H 2.2400 -5.8338 0.4115 0.1110
H 0.5762 -5.4147 -0.2269 0.0969
H 1.9841 -3.0001 1.2805 0.0927
H 2.0352 -4.5310 2.2687 0.1128
H 0.0379 -2.6875 2.5527 0.1069
H -0.2319 -4.4701 2.8192 0.1166
H -2.1775 -3.5921 1.5529 0.0988
H -1.2904 -4.8888 0.6329 0.1146
H -1.3264 -3.6144 -1.2661 0.1411
H 0.0717 -2.7337 -0.4978 0.0939
H -4.0047 -1.0734 -1.2224 0.1258
H -3.4422 -2.6431 -1.9752 0.1268
H -5.4349 -2.8864 -0.2154 0.0576
H -4.2634 -2.5872 1.1554 0.0576
H -4.0037 -4.0122 -0.0240 0.0895
H 1.6903 1.3895 -0.4674 -0.0135
H -0.4973 1.7355 0.4062 -0.0156
H 0.0006 -0.9057 1.1080 0.0822
H -2.8367 1.8381 0.7560 0.0907
H -2.3738 1.5009 2.5617 0.0970
H -4.1576 1.6140 2.1203 0.1021
H -4.2232 -0.3048 3.5010 0.1059
H -3.3874 -1.8627 2.9989 0.0852
H -2.3957 -0.4202 3.5665 0.0931
C 2.9109 7.9513 -3.3800 -0.0582
N 2.7847 6.9496 -2.3412 -0.1961
C 1.4743 6.4060 -2.0412 -0.0462
C 3.8573 6.4987 -1.6336 -0.3231
O 3.8130 5.6599 -0.7506 -0.0103
H 2.3004 8.8186 -3.1155 0.0898
H 2.5573 7.5316 -4.3252 0.0913
H 3.9489 8.2671 -3.4955 0.0852
H 1.2376 6.6053 -0.9930 0.0816
H 1.4929 5.3246 -2.1973 0.0339
H 0.7152 6.8569 -2.6812 0.0922
H 4.8058 6.9722 -1.9360 0.1333
C 6.8341 5.8791 0.7235 -0.0444
N 7.7780 6.9736 0.8471 -0.2004
C 7.3228 8.2336 1.4000 -0.0480
C 9.0793 6.8562 0.4605 -0.3525
O 9.9177 7.7351 0.5384 0.0010
H 6.0104 6.1901 0.0779 0.0603
H 6.4460 5.6299 1.7147 0.0723
H 7.3108 4.9965 0.2942 0.0909
H 7.4767 9.0252 0.6623 0.0897
H 7.9102 8.4670 2.2914 0.0920
H 6.2657 8.1760 1.6617 0.0843
H 9.3213 5.8605 0.0551 0.1285
C 1.6181 6.2338 2.4938 -0.0555
N 2.7998 5.6514 3.0960 -0.1965
C 3.0003 5.7879 4.5256 -0.0470
C 3.7304 4.9784 2.3608 -0.3410
O 4.7413 4.4676 2.8052 -0.0069
H 1.6182 7.3115 2.6771 0.0894
H 0.7292 5.7873 2.9474 0.0883
H 1.5985 6.0546 1.4176 0.0707
H 3.9429 6.3100 4.7070 0.0915
H 3.0587 4.7939 4.9758 0.0916
H 2.1788 6.3467 4.9752 0.0852
H 3.4829 4.9325 1.2875 0.1079
C -9.4992 -2.3527 -3.6643 -0.0578
N -8.3338 -2.7180 -2.8841 -0.2007
C -7.0573 -2.8704 -3.5562 -0.0380
C -8.3980 -2.9228 -1.5395 -0.3327
O -7.4580 -3.2309 -0.8270 -0.0115
H -9.6714 -3.1161 -4.4273 0.0911
H -9.3176 -1.3893 -4.1473 0.0903
H -10.3847 -2.2740 -3.0319 0.0856
H -6.6903 -3.8882 -3.4021 0.0902
H -6.3385 -2.1700 -3.1234 0.0899
H -7.1619 -2.6758 -4.6238 0.0899
H -9.4105 -2.7820 -1.1287 0.1346
C -8.0957 -6.8891 -0.6838 -0.0566
N -9.1397 -7.5265 -1.4607 -0.2046
C -9.7790 -8.7177 -0.9365 -0.0474
C -9.5402 -7.0413 -2.6695 -0.3481
O -10.4082 -7.5273 -3.3695 0.0096
H -7.2815 -7.6021 -0.5293 0.0897
H -8.5065 -6.5879 0.2831 0.0927
H -7.7071 -6.0080 -1.1970 0.0684
H -9.6336 -9.5413 -1.6396 0.0930
H -10.8507 -8.5325 -0.8314 0.0927
H -9.3557 -8.9834 0.0326 0.0860
H -8.9914 -6.1348 -2.9742 0.1240
```

Values from the calculation:
* highest occupied orbital energy: -8.691 eV
* structure (SMILES): CCCCCCCCCCCCC[C@](CC)(OC(=O)[PH2]=S)B(O)N(C)C.CN(C)C=O.CN(C)C=O.CN(C)C=O.CN(C)C=O.CN(C)C=O
* lowest unoccupied orbital energy: -0.29 eV

---

# 3
CH4N3O2S | ωB97M-V with the def2-TZVPD basis set

Structure (XYZ):
```
11
Properties=species:S:1:pos:R:3:lowdin_charge:R:1
C -1.1675 0.4207 0.1925 -0.1721
N 1.4027 0.9051 -0.2185 -0.0550
N -2.3412 -0.1341 0.2024 0.2333
N -0.1251 -0.1042 -0.4018 0.0892
O 3.8436 0.4832 0.1174 -0.1920
O 2.3707 -1.5228 0.1348 -0.2223
S 2.5684 -0.1250 0.1043 0.7619
H -0.8048 1.2565 0.7614 0.1535
H -3.1197 0.4434 0.5200 0.1660
H -2.4216 -1.0007 -0.1412 0.0919
H -0.2057 -0.6220 -1.2710 0.1455
```

Values from the calculation:
* energy above the lowest of the compared OMol25 structures with the same formula, charge and spin: 1.119 eV
* highest occupied orbital energy: -15.972 eV
* lowest unoccupied orbital energy: -5.74 eV
* total charge: +1

---

> Among the records above, which one has the highest lowest unoccupied orbital energy?

C5H8N2S

---

> lowest unoccupied orbital energy of number 3 (CH4N3O2S)?

-5.74 eV

---

What did the third record say?
CH4N3O2S | ωB97M-V with the def2-TZVPD basis set

Structure (XYZ):
```
11
Properties=species:S:1:pos:R:3:lowdin_charge:R:1
C -1.1675 0.4207 0.1925 -0.1721
N 1.4027 0.9051 -0.2185 -0.0550
N -2.3412 -0.1341 0.2024 0.2333
N -0.1251 -0.1042 -0.4018 0.0892
O 3.8436 0.4832 0.1174 -0.1920
O 2.3707 -1.5228 0.1348 -0.2223
S 2.5684 -0.1250 0.1043 0.7619
H -0.8048 1.2565 0.7614 0.1535
H -3.1197 0.4434 0.5200 0.1660
H -2.4216 -1.0007 -0.1412 0.0919
H -0.2057 -0.6220 -1.2710 0.1455
```

Values from the calculation:
* energy above the lowest of the compared OMol25 structures with the same formula, charge and spin: 1.119 eV
* highest occupied orbital energy: -15.972 eV
* lowest unoccupied orbital energy: -5.74 eV
* total charge: +1

---

> What is the lowest unoccupied orbital energy in the first record?

0.04 eV